Entry 1:
{"formula": "C8H8BrFO2S", "method": "ωB97M-V/def2-TZVPD", "total_charge": 0, "e_homo_ev": -8.015, "e_above_lowest_ev": 2.4393, "lumo_ha": 0.0187, "gap_ev": 8.5, "elements": ["C", "C", "C", "C", "C", "C", "C", "C", "O", "O", "F", "S", "Br", "H", "H", "H", "H", "H", "H", "H", "H"], "xyz": [[-2.54414, -2.01453, -0.22735], [-3.17977, -0.81892, -0.12536], [-1.19355, -1.91966, -0.23036], [-0.76633, -0.59700, -0.07616], [0.69665, 2.30354, 0.58010], [1.17377, 1.35775, 1.69810], [1.38576, 0.38182, -0.33805], [1.91502, -0.48369, -1.41245], [1.00594, 1.57728, -0.65069], [1.93916, 0.25967, 0.95656], [1.02451, -0.54075, -2.40496], [-2.10233, 0.46918, 0.08736], [0.04268, -3.36249, -0.46321], [-3.15390, -3.00189, -0.26404], [-4.25544, -0.53181, -0.12317], [-0.31100, 2.35104, 0.48718], [1.33766, 3.20237, 0.47444], [1.86538, 1.81912, 2.52551], [0.32745, 0.81226, 2.26343], [1.99961, -1.37698, -0.92685], [2.79287, 0.11370, -1.83002]], "forces_ev_per_a": [[-4.3, -2.8, -0.2], [-2.2, 0.9, 0.3], [3.1, 2.3, 0.3], [2.7, 0.0, -0.2], [4.0, -0.8, -0.5], [0.7, -1.5, 1.9], [-1.8, -1.5, 3.0], [0.8, 3.6, -0.5], [0.6, 0.7, 0.1], [-2.0, 2.2, -1.7], [-1.0, -0.3, -1.3], [1.0, -0.9, -0.5], [-0.5, 0.3, 0.1], [1.3, 1.8, -0.1], [0.9, -0.9, 0.1], [-3.0, 1.2, 0.5], [-1.1, -0.2, 0.5], [-1.1, -0.8, -2.0], [1.2, 0.9, -1.2], [1.2, -2.8, 0.6], [-0.3, -1.4, 0.7]]}



Entry 2:
{"formula": "C68H145BaN7O15", "method": "ωB97M-V/def2-TZVPD", "total_charge": 4, "e_homo_ev": -14.544, "e_above_lowest_ev": 2.2921, "lumo_ha": -0.2447, "gap_ev": 7.9, "elements": ["Ba", "C", "C", "C", "N", "C", "C", "C", "C", "C", "C", "H", "H", "H", "H", "H", "H", "H", "H", "H", "H", "H", "H", "H", "H", "H", "H", "H", "H", "H", "H", "C", "C", "C", "N", "C", "C", "C", "C", "C", "C", "H", "H", "H", "H", "H", "H", "H", "H", "H", "H", "H", "H", "H", "H", "H", "H", "H", "H", "H", "H", "C", "C", "C", "N", "C", "C", "C", "C", "C", "C", "H", "H", "H", "H", "H", "H", "H", "H", "H", "H", "H", "H", "H", "H", "H", "H", "H", "H", "H", "H", "C", "C", "C", "N", "C", "C", "C", "C", "C", "C", "H", "H", "H", "H", "H", "H", "H", "H", "H", "H", "H", "H", "H", "H", "H", "H", "H", "H", "H", "H", "C", "C", "C", "N", "C", "C", "C", "C", "C", "C", "H", "H", "H", "H", "H", "H", "H", "H", "H", "H", "H", "H", "H", "H", "H", "H", "H", "H", "H", "H", "C", "C", "C", "N", "C", "C", "C", "C", "C", "C", "H", "H", "H", "H", "H", "H", "H", "H", "H", "H", "H", "H", "H", "H", "H", "H", "H", "H", "H", "H", "C", "C", "C", "N", "C", "C", "C", "C", "C", "C", "H", "H", "H", "H", "H", "H", "H", "H", "H", "H", "H", "H", "H", "H", "H", "H", "H", "H", "H", "H", "O", "C", "O", "O", "H", "O", "C", "O", "O", "H", "O", "C", "O", "O", "H", "O", "C", "O", "O", "H", "O", "C", "O", "O", "H"], "xyz": [[-7.51994, 14.44347, -14.60482], [-3.91892, 13.34058, -8.84010], [-5.01702, 12.38727, -9.34926], [-6.38167, 12.82644, -8.81209], [-7.65707, 12.26897, -9.57759], [-8.93176, 13.01060, -8.98262], [-10.19002, 12.15203, -9.21219], [-10.12371, 10.60041, -8.95520], [-8.98697, 10.06146, -9.81047], [-7.65346, 10.75336, -9.41266], [-7.64574, 12.62813, -11.09062], [-2.99159, 12.97431, -9.28056], [-3.74489, 13.50696, -7.77703], [-4.02184, 14.30342, -9.34054], [-4.88521, 11.33541, -9.09562], [-4.93199, 12.31213, -10.43334], [-6.46621, 13.91309, -8.82404], [-6.42265, 12.59739, -7.74722], [-8.64076, 13.11546, -7.93743], [-9.15738, 13.94170, -9.50248], [-11.04655, 12.51234, -8.64244], [-10.47769, 12.45210, -10.21982], [-10.02174, 10.36910, -7.89492], [-11.04293, 10.26713, -9.43692], [-8.77547, 8.99264, -9.84199], [-9.19165, 10.24132, -10.86587], [-7.35914, 10.60341, -8.37392], [-6.74775, 10.31337, -9.83004], [-6.83634, 12.15342, -11.64526], [-7.39683, 13.66838, -11.30045], [-8.59421, 12.23579, -11.45747], [-9.81201, 17.91369, -20.45031], [-10.13032, 18.28220, -19.03574], [-10.89550, 17.27725, -18.25428], [-11.20317, 17.81816, -16.82542], [-12.14225, 16.78427, -16.06583], [-12.62960, 17.31721, -14.67864], [-13.52745, 18.57781, -14.87425], [-12.70757, 19.67811, -15.54288], [-12.13307, 19.11693, -16.90488], [-9.85937, 18.02659, -16.11540], [-9.50191, 18.68185, -21.15873], [-10.62828, 17.49869, -21.04155], [-9.17252, 17.03779, -20.55966], [-10.56113, 19.27828, -19.13738], [-9.19865, 18.44912, -18.49516], [-10.23534, 16.43142, -18.06232], [-11.90557, 17.06625, -18.60547], [-12.97601, 16.65680, -16.75626], [-11.42664, 15.98407, -15.87692], [-13.04145, 16.34547, -14.40624], [-11.87871, 17.54774, -13.92292], [-14.44341, 18.43787, -15.44830], [-13.73993, 18.97588, -13.88204], [-13.32094, 20.54573, -15.78601], [-11.85269, 19.98494, -14.94027], [-12.94327, 18.96499, -17.61802], [-11.47882, 19.84871, -17.37877], [-10.05521, 18.10210, -15.04580], [-9.44394, 18.98599, -16.42374], [-9.11135, 17.23586, -16.17298], [-4.40086, 10.87951, -15.76666], [-4.48494, 9.89766, -14.59848], [-5.80471, 9.10364, -14.60423], [-5.89800, 7.79054, -13.71187], [-7.21008, 7.03441, -14.03402], [-7.39205, 5.73429, -13.17752], [-6.06176, 4.86807, -13.40361], [-4.77084, 5.55463, -13.04942], [-4.67162, 6.95511, -13.89169], [-5.94624, 8.22722, -12.23338], [-4.48011, 10.38096, -16.73272], [-3.55610, 11.56775, -15.73819], [-5.36377, 11.38994, -15.74777], [-4.41560, 10.43776, -13.65424], [-3.58621, 9.28329, -14.65268], [-5.91867, 8.76724, -15.63473], [-6.70438, 9.69990, -14.45206], [-7.22831, 6.83317, -15.10513], [-7.99003, 7.77639, -13.86304], [-8.26512, 5.31921, -13.68106], [-7.66335, 5.96748, -12.14790], [-6.03050, 4.52627, -14.43816], [-6.19037, 3.91048, -12.89906], [-3.92817, 4.90609, -13.28906], [-4.73020, 5.68333, -11.96781], [-4.75894, 6.66303, -14.93819], [-3.75868, 7.45606, -13.56967], [-5.01378, 8.65543, -11.86561], [-6.27941, 7.54855, -11.44820], [-6.78302, 8.92489, -12.26758], [-7.47970, 21.98833, -7.89342], [-6.90235, 21.40667, -9.17302], [-8.08860, 21.35211, -10.27410], [-7.82046, 20.18229, -11.30552], [-8.29361, 18.77221, -10.75720], [-9.83123, 18.76389, -10.63535], [-10.44783, 19.07122, -11.99623], [-10.09277, 20.46117, -12.43934], [-8.62137, 20.53600, -12.61511], [-6.35622, 19.97362, -11.71028], [-6.74161, 22.07759, -7.09633], [-8.39301, 21.43879, -7.66544], [-7.81795, 22.98460, -8.17827], [-6.47691, 20.40856, -9.06870], [-6.27894, 22.11986, -9.71230], [-8.10091, 22.25759, -10.88078], [-9.08244, 21.28605, -9.83135], [-7.63631, 18.78642, -9.88779], [-7.93008, 17.92009, -11.33152], [-10.15709, 19.37701, -9.79512], [-10.23000, 17.78314, -10.37610], [-11.51048, 18.88298, -11.84314], [-10.19734, 18.23723, -12.65184], [-10.38842, 21.19532, -11.68986], [-10.65083, 20.51079, -13.37433], [-8.44069, 21.54455, -12.98697], [-8.29256, 19.79483, -13.34357], [-6.30548, 19.08491, -12.33933], [-5.59714, 19.90309, -10.93123], [-6.08956, 20.82308, -12.33910], [-1.83804, 15.74560, -16.84406], [-2.91328, 16.20847, -17.87031], [-2.94247, 17.67458, -17.98581], [-3.73259, 18.36780, -19.13018], [-5.25005, 18.01286, -18.93873], [-6.15501, 18.47164, -20.11214], [-5.63268, 18.00988, -21.47301], [-4.23860, 18.59908, -21.61880], [-3.31313, 17.94247, -20.56561], [-3.58679, 19.90385, -19.10425], [-0.85454, 16.21142, -16.90612], [-1.70477, 14.66604, -16.77409], [-2.30173, 16.19552, -15.96619], [-3.83247, 15.66429, -17.65340], [-2.63115, 15.91574, -18.88165], [-1.90315, 18.00286, -17.97420], [-3.26415, 18.22850, -17.10389], [-5.38267, 16.94790, -18.74804], [-5.53537, 18.63402, -18.08969], [-7.17629, 18.12800, -19.94782], [-6.27628, 19.55406, -20.06998], [-5.65087, 16.92016, -21.48987], [-6.22330, 18.30158, -22.34144], [-3.82288, 18.29509, -22.57946], [-4.24590, 19.68570, -21.70426], [-3.31222, 16.86349, -20.72022], [-2.26255, 18.19990, -20.70019], [-2.53204, 20.09361, -19.30325], [-3.88640, 20.17845, -18.09285], [-4.28959, 20.35046, -19.80761], [-11.80618, 12.63532, -16.91988], [-11.10989, 12.60940, -18.29585], [-12.16041, 12.66244, -19.41844], [-11.74286, 12.67588, -20.91032], [-10.66263, 13.71255, -21.10439], [-10.43755, 14.01846, -22.67390], [-11.77605, 14.20902, -23.44570], [-12.73092, 13.03503, -23.29579], [-13.04826, 12.89733, -21.80852], [-11.20307, 11.20768, -21.35488], [-12.85640, 12.34693, -16.96420], [-11.75760, 13.62585, -16.46755], [-11.38523, 11.95870, -16.17618], [-10.54298, 11.67899, -18.32811], [-10.32669, 13.35452, -18.43547], [-12.62834, 13.63842, -19.28960], [-12.92990, 11.89052, -19.40713], [-10.97466, 14.67085, -20.68918], [-9.77179, 13.36484, -20.58133], [-9.89045, 14.95810, -22.75042], [-9.85792, 13.26680, -23.20976], [-12.34564, 15.12892, -23.31356], [-11.59002, 14.21145, -24.51970], [-13.70185, 13.17192, -23.77189], [-12.33076, 12.07442, -23.62014], [-13.40459, 13.85628, -21.43228], [-13.80486, 12.13080, -21.64096], [-10.27842, 11.08381, -20.79116], [-11.00060, 11.16720, -22.42515], [-12.07425, 10.59060, -21.13498], [-7.88602, 11.00943, -17.49678], [-8.90400, 9.92803, -17.06104], [-9.30044, 8.94007, -18.16750], [-10.37872, 7.94525, -17.76613], [-10.03997, 7.15583, -16.44216], [-11.09054, 6.14534, -15.99773], [-12.44541, 6.82316, -15.94220], [-12.91458, 7.64562, -17.16146], [-11.87495, 8.56746, -17.72825], [-10.52262, 6.86621, -18.84482], [-7.17524, 10.70831, -18.26633], [-7.28648, 11.32827, -16.64415], [-8.34060, 11.95651, -17.78745], [-9.80993, 10.22522, -16.53276], [-8.39608, 9.21490, -16.41176], [-8.45221, 8.30334, -18.41886], [-9.74021, 9.45860, -19.01945], [-9.93555, 7.95992, -15.71371], [-9.05155, 6.69885, -16.49002], [-10.78899, 5.69653, -15.05129], [-11.10454, 5.21850, -16.57119], [-12.36576, 7.45850, -15.06010], [-13.18227, 6.12962, -15.53705], [-13.85314, 8.15835, -16.95093], [-13.12888, 6.77863, -17.78636], [-11.92889, 9.31807, -16.93973], [-12.21818, 9.03972, -18.64872], [-10.87325, 7.24816, -19.80361], [-11.07695, 5.99527, -18.49514], [-9.48139, 6.69451, -19.11768], [-5.25410, 17.92603, -15.77147], [-6.46478, 18.21327, -15.29588], [-6.94752, 19.29247, -15.45931], [-7.01353, 17.29404, -14.67467], [-5.01802, 17.20943, -15.17788], [-3.04234, 13.43895, -13.56997], [-4.30536, 13.84063, -13.84890], [-4.50605, 14.97340, -14.27663], [-5.31109, 13.09414, -13.67338], [-2.62201, 14.29813, -13.65199], [-10.92254, 15.24619, -11.82536], [-9.95307, 15.32307, -12.64572], [-8.75646, 15.44311, -12.38637], [-10.35394, 15.21225, -13.80821], [-11.55299, 15.04159, -12.51981], [-10.26272, 11.68589, -13.21752], [-9.25000, 11.08721, -13.76376], [-9.15875, 9.82953, -13.68077], [-8.42069, 11.82706, -14.30934], [-10.93509, 11.08235, -12.89307], [-7.37840, 15.11179, -19.30631], [-7.39301, 14.71942, -18.11075], [-8.39523, 14.85226, -17.39041], [-6.38999, 14.09798, -17.70210], [-6.51673, 14.69788, -19.21790]], "forces_ev_per_a": [[0.5, 0.5, -0.4], [0.6, -0.3, -1.1], [-0.5, -0.3, 0.3], [-0.5, 0.4, -1.1], [1.0, 1.4, -0.7], [0.3, -2.2, 0.5], [0.0, -0.2, 0.4], [0.3, 1.3, -1.7], [1.6, 0.5, 0.0], [-0.3, 0.1, 0.7], [0.8, -0.8, 0.6], [0.2, -0.1, 0.3], [-0.5, -0.4, 0.0], [-0.3, 0.2, 0.2], [0.4, 0.0, 0.7], [-0.3, 0.7, -0.2], [-0.2, 0.1, -0.5], [-0.5, -0.5, -0.1], [-0.4, 0.3, 0.0], [1.0, 0.1, 0.1], [0.3, 0.4, 0.4], [-0.2, -0.9, -0.4], [-0.2, -0.1, -0.1], [-0.2, -0.5, 0.8], [-0.3, -0.2, 0.7], [-0.1, 0.4, -0.1], [-0.9, 0.0, 0.5], [-0.2, 0.5, -1.1], [0.1, -0.7, 0.4], [-0.9, 0.3, 0.7], [0.1, 0.7, -0.2], [-0.2, -1.9, -1.9], [0.8, 1.6, -0.6], [-0.9, 0.8, 1.9], [-1.3, 0.1, 0.2], [2.8, 2.1, 0.5], [-0.5, -0.1, -2.1], [0.8, -0.1, 1.0], [1.0, -1.7, -1.6], [1.6, 0.6, 0.3], [-1.1, 1.0, 1.0], [0.5, 0.4, 0.7], [-1.1, 0.2, 0.4], [0.8, 0.2, 0.4], [-0.6, -0.1, 0.5], [0.2, 0.0, -0.1], [-0.4, -0.5, -0.2], [0.3, -0.4, -0.6], [0.1, -0.5, 0.2], [-0.6, -0.6, -0.2], [-1.0, 0.5, 0.9], [0.4, -0.2, -0.5], [0.0, -0.3, 0.2], [-0.6, -0.2, 0.0], [0.1, 0.0, 0.0], [-0.1, 0.1, 0.1], [0.0, -0.7, 0.1], [-0.1, 0.2, 0.2], [-0.1, 0.1, 0.0], [0.1, -0.2, -0.1], [-0.4, -0.3, -0.8], [-1.8, -0.3, -0.1], [0.5, -0.1, 0.9], [0.4, -0.9, -0.8], [0.5, 0.9, 1.6], [0.5, 0.4, 1.1], [1.7, 0.9, -2.0], [-2.1, -0.6, 0.2], [-0.5, 1.6, -0.6], [-0.7, -2.9, 0.9], [-1.3, 0.9, -0.5], [0.6, -0.4, -0.1], [-0.2, -0.2, 0.2], [0.3, 0.9, 0.1], [0.0, 0.3, 0.0], [-0.2, -0.5, 0.1], [0.0, -0.7, -0.1], [0.0, 0.1, 0.7], [0.5, -0.2, 0.0], [-0.1, 0.1, 0.2], [0.1, -0.7, 0.3], [0.3, -0.2, 0.0], [-0.1, 0.4, -0.4], [0.2, 0.1, 0.5], [0.1, 0.3, -0.3], [0.1, 0.5, 0.0], [0.9, 0.1, -0.1], [-0.4, 0.3, -0.5], [0.0, 0.2, -0.7], [0.3, -1.0, -0.8], [0.3, 0.7, 0.3], [-0.1, 0.4, -1.0], [-2.1, 0.4, -1.9], [1.8, -1.2, 0.3], [-1.0, -0.2, -0.9], [0.0, 1.5, 0.5], [0.9, -0.9, 0.4], [-0.8, -0.8, 2.0], [-0.8, -1.5, 0.2], [0.9, -0.4, -0.2], [-0.4, 0.9, -0.8], [-0.3, -0.2, 0.1], [0.3, -0.1, 0.7], [0.0, 0.3, 0.4], [0.2, 0.3, 0.1], [1.0, -0.4, 0.7], [0.2, 0.0, 0.0], [0.1, -0.6, -0.1], [-0.8, -0.5, 0.8], [0.0, 0.5, -0.8], [-0.2, 0.5, -0.3], [0.6, -0.3, 0.2], [-0.4, 0.6, -0.1], [0.7, 0.3, -0.5], [-0.6, 0.1, -0.3], [0.5, 1.2, -0.2], [1.0, -0.1, 0.4], [0.2, 0.1, -0.2], [-0.2, 0.0, 0.1], [-0.7, 0.0, 0.4], [0.0, 0.0, 0.0], [-1.0, 1.2, 0.1], [0.8, -1.8, -1.4], [0.1, 2.8, 0.9], [-0.8, -1.1, -1.4], [0.0, 1.3, -0.5], [0.0, 0.0, -0.1], [-0.1, 0.6, 0.3], [0.7, -1.5, -0.6], [0.1, 0.9, 0.2], [-0.1, -1.6, 1.0], [0.0, 0.1, -0.6], [-0.4, 0.2, 0.0], [0.4, -0.7, 0.9], [-0.3, 0.4, 0.2], [0.2, -0.7, -0.1], [0.2, 0.2, -1.1], [-0.7, -0.4, 0.2], [0.4, 0.1, 0.1], [0.0, -0.6, 0.3], [0.1, -0.4, 0.3], [0.3, 0.2, -0.2], [0.4, -0.2, 0.0], [-0.4, 0.3, 0.3], [0.1, -0.1, -0.1], [0.0, -0.1, 0.5], [-0.5, 0.0, 0.5], [0.0, 0.4, 0.2], [-0.3, 0.4, 0.0], [0.3, 0.3, 0.0], [0.5, -0.1, 0.1], [-0.1, 0.5, 0.1], [0.2, -1.4, -0.5], [-0.1, 0.6, -0.8], [0.1, -2.1, -0.8], [-0.2, 0.3, -2.7], [-1.1, 0.2, 0.9], [0.0, -0.8, -1.3], [0.1, -0.3, 1.9], [1.0, 0.9, 0.6], [-0.7, 2.5, 0.8], [-0.1, 0.1, -0.3], [-0.1, 0.0, 0.0], [0.5, 0.0, -0.2], [-0.1, -0.3, -0.3], [-0.3, 0.5, 0.3], [-0.4, 0.0, -0.2], [0.1, 0.0, 0.5], [-0.3, -0.2, 0.4], [0.0, 0.1, -0.2], [0.2, -0.1, 0.2], [0.1, -0.2, 0.4], [0.3, 0.2, 0.7], [0.6, 0.3, 0.0], [0.2, 0.2, -0.3], [0.1, 0.2, -0.5], [-0.3, 0.0, 0.0], [0.4, -0.2, 0.6], [-0.3, -0.5, 0.1], [0.0, 0.3, 0.2], [0.5, -0.4, 0.2], [-0.5, 0.4, 0.6], [0.7, -1.6, -0.4], [-0.9, 0.3, 0.1], [-2.9, -1.5, -0.4], [-0.1, 1.1, 0.1], [0.0, -0.1, -1.1], [-0.1, 0.9, 2.4], [0.3, -3.5, 0.0], [0.9, 0.5, 2.2], [1.7, 0.9, -0.4], [-0.2, -0.3, -0.1], [-0.1, -0.3, 0.1], [-0.2, -0.1, -0.3], [0.3, 0.6, 0.0], [0.2, 0.6, 0.8], [0.0, 0.3, -0.4], [0.3, -0.2, -0.4], [-0.2, -0.1, 0.3], [0.0, 0.1, -0.8], [-0.1, 0.7, 0.5], [0.0, 0.2, -0.7], [0.1, 0.7, 0.1], [-0.3, -0.2, -0.8], [0.2, 0.1, -0.1], [-0.5, 0.5, -1.1], [1.0, 0.6, -0.2], [0.8, -0.4, -0.4], [-0.8, 0.4, 0.4], [0.3, 0.3, -0.1], [0.0, -1.0, 0.3], [1.9, 0.1, -0.5], [-0.9, -0.9, 0.7], [-1.0, 3.8, -1.3], [-1.2, -2.8, 1.4], [0.7, -0.9, -0.2], [-0.6, -0.1, 0.1], [-2.7, -0.6, 0.0], [0.9, 2.4, -0.8], [0.6, -1.7, 0.8], [1.0, 0.1, -0.1], [-2.1, 0.0, 4.3], [2.9, 0.0, -2.8], [1.5, 0.3, 2.1], [-0.6, -0.2, -4.0], [-1.5, -0.1, 0.3], [-2.7, 2.1, 1.3], [2.4, -2.7, -1.0], [-0.4, 0.0, 0.1], [0.7, 1.0, -0.5], [0.2, -0.5, 0.0], [-0.2, 1.7, -4.1], [-2.7, -2.0, 7.0], [-2.1, 0.9, 0.8], [1.7, -0.3, 0.0], [2.9, -0.3, -3.3]]}



Q: Number 2 is which compound?
A: C68H145BaN7O15